Molecular formula: C12H14NOP
Method: DFT, the ωB97M-V functional and the def2-TZVPD basis

XYZ file:
```
29
Properties=species:S:1:pos:R:3:forces:R:3:nbo_charge:R:1
C 1.331449 -0.643685 -1.097982 -0.36 0.03 2.16 -0.18
C 3.337037 -1.511802 3.334718 -0.52 -0.75 3.14 -0.25
C 2.231212 -0.711078 -0.082337 -1.68 0.07 0.29 -0.18
C 3.349216 -1.305666 2.029962 1.00 0.83 -3.11 -0.15
C -0.127439 -0.763190 -1.155051 0.16 -0.29 -2.74 -0.20
C 2.133641 -1.414645 4.100011 3.01 -1.17 1.39 0.07
C 2.204581 -0.898231 1.380402 -1.54 -0.12 0.79 -0.09
C 1.140091 -0.724245 2.309494 -2.11 1.08 -5.96 -0.07
C -1.022120 -0.771027 -0.186109 1.36 -0.29 3.37 -0.46
C -3.620812 2.447935 -2.065013 -0.07 2.08 -0.72 -0.69
C -2.382419 0.738439 -3.564894 0.27 3.57 1.06 -0.43
C -2.561359 1.974551 -3.074160 -0.41 0.25 0.15 -0.14
N 1.071643 -0.931502 3.571389 -1.60 -0.39 1.03 -0.41
O -0.391392 1.382883 1.190532 0.39 -1.43 0.46 -1.09
P -0.431223 -0.109290 1.482197 -0.90 2.99 0.15 1.56
H 1.774129 -0.497065 -2.041871 0.45 0.15 -1.04 0.21
H 4.281805 -1.767508 3.743513 0.42 -0.47 0.94 0.22
H 3.214256 -0.589883 -0.420859 1.48 0.06 -0.40 0.21
H 4.251586 -1.402462 1.413801 -0.11 -0.11 0.52 0.22
H -0.414237 -0.825432 -2.257926 -0.18 -0.16 1.66 0.22
H 2.039199 -1.811711 5.134822 0.47 0.65 -0.68 0.20
H -4.662150 2.098757 -2.358523 1.37 0.38 0.76 0.23
H -3.342651 2.335767 -1.024395 -0.11 -1.21 0.28 0.24
H -3.605164 3.610895 -1.988931 -0.37 -1.75 -0.96 0.22
H -1.620662 0.698450 -4.268741 1.20 -0.80 -1.28 0.19
H -2.780731 -0.079559 -3.100162 -1.34 -2.18 0.59 0.19
H -2.060729 -1.008778 -0.073251 -0.45 0.06 -1.03 0.24
H -1.896148 2.764204 -3.465999 -0.53 -0.36 0.10 0.19
H -1.440611 -0.285123 2.535364 0.71 -0.71 -0.94 -0.06
```
Forces are in eV/Å.

## Properties
Orbital gap ... 0.3122 Ha
Calculated total energy ... -25493.7915 eV
SMILES ... O=[P@H]1C=CC=Cc2cccnc21.C=CC
Relative energy (zero: lowest compared OMol25 entry of this formula, charge and spin) ... 20.0 kcal/mol
HOMO ... -8.9 eV

Molecular formula: C12H14O
Method: DFT, the ωB97M-V functional and the def2-TZVPD basis

XYZ file:
```
27
Properties=species:S:1:pos:R:3:forces:R:3:nbo_charge:R:1
C -2.784660 1.390057 2.588481 0.33 -1.90 0.30 -0.28
C -2.223452 -0.143384 0.949319 0.42 -4.97 0.28 0.28
C -1.883574 -1.539405 0.816628 -0.46 -1.62 0.68 -0.24
C -0.739345 -1.936469 0.032973 -6.13 -1.05 2.48 -0.21
C 0.031588 -0.929393 -0.333267 4.75 -0.15 -2.58 -0.05
C 1.482202 -1.531340 -0.674242 -2.48 3.00 -2.07 -0.45
C 2.322414 -0.380999 -1.327664 -1.08 -1.10 0.95 0.03
C 3.605407 -0.644069 -1.305333 1.38 0.53 0.96 -0.42
C 1.686308 0.887222 -1.891411 -0.24 -0.16 1.04 -0.45
C 0.680158 1.520016 -0.920429 -0.80 -0.25 4.31 -0.41
C -0.319037 0.425376 -0.348874 1.82 -0.40 -1.46 0.00
C -1.515727 0.743984 0.205453 -0.48 2.16 -0.26 -0.30
H -3.032701 1.157645 3.630640 0.13 0.27 -0.14 0.20
H -1.641811 1.624315 2.514192 -2.40 -0.21 -0.17 0.21
H -3.524873 2.063671 2.201242 0.42 1.17 -0.06 0.20
H -2.438831 -2.442306 1.428558 1.04 2.80 -1.65 0.22
H -0.773131 -3.011254 -0.259331 1.18 0.96 0.47 0.23
H 1.779748 -1.887863 0.296309 0.96 -0.03 0.06 0.22
H 1.391896 -2.370857 -1.409388 -0.05 0.59 0.74 0.22
H 3.786695 -1.578408 -0.673697 0.98 1.45 -1.38 0.21
H 4.322289 0.169206 -1.630226 -0.34 -1.58 0.39 0.20
H 1.069466 0.627502 -2.733530 0.05 -0.12 -0.84 0.22
H 2.497528 1.564565 -2.164028 -0.22 0.04 -0.18 0.22
H 1.093226 1.845410 0.135703 0.38 -0.61 -2.02 0.21
H 0.143444 2.487966 -1.102439 0.33 -1.12 -1.01 0.23
H -1.859396 1.764236 0.100585 -0.06 0.22 0.28 0.21
O -3.155831 0.124574 1.873774 0.56 2.09 0.86 -0.50
```
Forces are in eV/Å.

## Properties
Orbital gap ... 0.3259 Ha
Calculated total energy ... -14714.8078 eV
SMILES ... C=C1CCc2cc(OC)ccc2C1
Relative energy (zero: lowest compared OMol25 entry of this formula, charge and spin) ... 56.6 kcal/mol
HOMO ... -8.0 eV

Molecular formula: C12H15AuN7S2
Method: DFT, the ωB97M-V functional and the def2-TZVPD basis

XYZ file:
```
37
Properties=species:S:1:pos:R:3:forces:R:3:nbo_charge:R:1
Au 0.908460 -0.354196 -0.608912 -0.07 -0.34 0.21 0.57
C -2.144664 -5.292507 -1.229405 0.02 0.01 0.01 -0.67
C -0.728225 -4.860111 -1.213103 0.05 -0.12 0.00 0.36
N 0.303785 -5.633216 -1.109528 -0.11 0.25 -0.06 -0.23
N 1.367699 -4.774407 -1.139112 0.05 -0.19 0.07 -0.36
C 1.027158 -3.492295 -1.251023 0.25 0.04 0.00 0.25
S 2.130886 -2.214374 -1.359926 0.01 0.31 -0.12 -0.20
N -0.328582 -3.533493 -1.306119 -0.26 0.09 -0.01 -0.23
N -1.127180 -2.413021 -1.492770 0.03 -0.13 0.04 -0.62
H -2.177699 -6.375013 -1.147112 0.01 -0.01 0.00 0.27
H -2.637082 -4.993981 -2.155362 0.00 0.00 -0.01 0.24
H -2.695287 -4.859650 -0.393461 0.00 0.01 0.00 0.24
H 2.308388 -5.128651 -1.068203 -0.05 0.01 0.02 0.44
H -1.615005 -2.472237 -2.378093 -0.02 -0.02 0.02 0.38
H -1.774333 -2.305964 -0.721379 0.00 0.00 -0.02 0.38
C 0.123442 0.914425 4.283396 -0.01 0.06 -0.02 -0.41
N 0.302725 1.859306 3.189542 0.03 -0.10 0.15 -0.34
C 0.787589 3.144248 3.323460 -0.07 -0.04 0.02 -0.04
C 0.842031 3.679526 2.099934 -0.03 -0.07 -0.05 -0.07
N 0.380716 2.714121 1.197274 0.20 0.00 -0.14 -0.37
C 0.059840 1.570690 1.895353 -0.05 0.14 -0.08 0.29
S -0.562135 0.073847 1.405496 -0.02 0.13 -0.03 -0.30
C 0.334523 2.950446 -0.209966 -0.13 0.01 0.17 0.38
C 0.392372 4.260137 -0.680877 -0.09 0.01 0.01 -0.26
C 0.343202 4.474180 -2.042432 0.01 0.01 -0.04 -0.12
C 0.225722 3.390901 -2.901251 -0.03 0.01 0.05 -0.25
C 0.171083 2.134318 -2.341929 -0.05 0.01 0.07 0.06
N 0.230481 1.911606 -1.018934 0.28 -0.06 -0.25 -0.50
H 0.316314 1.443468 5.212168 0.00 -0.03 0.02 0.22
H 0.816128 0.082293 4.175018 0.00 0.00 -0.01 0.23
H -0.893417 0.530217 4.280471 0.00 0.01 0.00 0.23
H 1.048722 3.563429 4.277786 0.01 -0.02 0.02 0.25
H 1.183821 4.649240 1.803354 0.04 0.02 -0.07 0.24
H 0.447837 5.103321 -0.013978 -0.02 0.02 0.06 0.23
H 0.385235 5.484203 -2.426782 0.00 0.00 -0.01 0.24
H 0.172279 3.515747 -3.972308 0.01 0.00 -0.01 0.24
H 0.073162 1.253448 -2.961292 0.02 -0.02 0.00 0.21
```
Forces are in eV/Å.

## Properties
Net charge ... +1
Orbital gap ... 0.2929 Ha
Calculated total energy ... -48475.8406 eV
HOMO ... -10.4 eV

Molecular formula: C12H15Be2K5N3O20S5
Method: DFT, the ωB97M-V functional and the def2-TZVPD basis

XYZ file:
```
62
Properties=species:S:1:pos:R:3:forces:R:3:mulliken_charge:R:1
K -4.239610 0.383242 3.323651 1.05 -0.03 -0.49 0.98
K -5.348460 2.743282 0.596451 0.72 0.19 -0.97 1.04
K -1.171780 0.642902 -3.765569 -0.36 0.38 0.68 0.98
K -3.101190 -3.087368 1.116061 0.19 0.52 -0.26 0.99
K 0.481430 2.550742 3.326461 -0.10 -0.43 -0.42 0.82
Be -0.209570 4.471972 -0.513169 -3.41 -4.69 -1.43 1.13
Be -1.617680 0.763612 0.400171 -1.03 -0.25 -0.58 1.68
S 1.001630 1.697232 -1.170849 1.40 0.59 -1.01 0.89
O 0.639320 2.825792 -2.057499 -0.66 2.15 -0.53 -0.75
O 0.078370 0.576542 -1.380629 -0.98 -1.13 0.23 -0.70
O 2.412850 1.373312 -1.343789 0.03 -0.87 -0.49 -0.88
O 0.795630 2.189292 0.167751 -1.26 1.86 4.03 -0.66
S -2.505400 3.488372 2.221561 -1.47 2.38 0.95 0.90
O -2.124090 3.386452 3.615431 0.51 -0.39 1.42 -0.77
O -2.991280 2.231402 1.720531 -0.36 -5.02 -1.38 -0.74
O -3.575430 4.422122 1.987931 -1.35 1.40 0.23 -0.78
O -1.340100 3.849422 1.453561 4.71 1.67 -2.63 -0.48
S -0.800740 -1.235738 2.572601 2.07 -0.12 0.54 1.09
O -1.954050 -1.757738 3.283541 -1.67 -0.75 0.86 -0.83
O -0.769750 0.226792 2.660361 -0.22 2.96 0.18 -0.53
O 0.461810 -1.816738 3.058561 -0.62 0.11 -0.23 -0.84
O -0.979120 -1.441168 1.134391 -0.60 -0.41 -3.02 -0.77
S -2.753900 3.491202 -2.096759 -1.76 -2.43 0.76 1.41
O -2.003290 4.720652 -2.149529 4.57 4.57 1.40 -0.81
O -2.686430 2.890312 -3.405389 0.46 -1.42 -1.32 -0.89
O -2.101310 2.682202 -1.029689 0.71 -0.93 0.98 -0.11
O -4.118720 3.827392 -1.757889 -1.38 -0.18 0.86 -0.79
S -4.253780 -0.419668 -0.654669 1.15 0.43 -1.96 1.13
O -4.458230 -1.820488 -0.805349 -1.18 -3.73 -0.48 -0.86
O -3.861730 -0.207388 0.720741 1.12 1.24 4.66 -0.69
O -3.063130 -0.061048 -1.434739 2.50 0.77 -0.71 -0.71
O -5.355170 0.394292 -1.035809 -2.27 1.35 -0.07 -0.78
N -1.624350 -2.278048 -2.635459 1.73 1.10 -0.13 0.24
C -1.722320 -2.950028 -3.817029 -1.61 -1.06 0.38 -0.60
C -0.621880 -3.732258 -3.985459 1.19 0.72 0.22 -0.94
C 0.320310 -3.280028 -3.006029 -0.24 0.23 0.38 -0.26
C -0.299590 -2.333428 -2.179129 -0.60 -1.88 -1.07 -0.24
H -2.353820 -1.733308 -2.198159 -0.20 0.52 0.06 0.35
H -2.646980 -2.935078 -4.374859 -0.10 -0.13 0.17 0.49
H -0.438760 -4.537918 -4.680999 -0.11 0.36 -0.28 0.39
H 1.338030 -3.641098 -2.989569 0.03 0.21 0.43 0.49
H 0.054850 -1.805028 -1.306449 -0.29 -0.03 -0.19 0.15
N 3.248210 -1.363618 -1.279789 -0.45 -2.92 0.01 0.50
C 4.371920 -1.921048 -1.846819 0.94 0.63 1.33 -0.60
C 4.698370 -3.143398 -1.217799 -1.27 1.82 -1.10 -0.52
C 3.576450 -3.416668 -0.418469 -1.26 0.82 0.55 -0.71
C 2.636020 -2.338908 -0.479379 2.78 -0.75 -0.13 -0.65
H 2.923230 -0.426078 -1.468229 -0.38 0.35 -0.06 0.25
H 4.956630 -1.245278 -2.453319 0.20 -0.28 -0.14 0.42
H 5.612260 -3.712508 -1.303369 -0.20 0.00 -0.23 0.42
H 3.524100 -4.301488 0.198581 -0.45 0.06 0.05 0.40
H 1.704670 -2.244078 0.059141 0.09 0.33 -0.12 0.66
N 2.735390 -0.049958 2.956531 -0.83 -0.66 2.53 0.32
C 2.961460 0.402442 4.241471 0.09 -0.11 1.24 -0.51
C 3.690460 1.612102 4.240721 -1.94 -2.09 -1.74 -0.67
C 3.756360 1.839742 2.835311 1.45 2.51 -0.38 -0.43
C 3.188270 0.837712 2.117781 0.82 1.13 -1.95 -0.46
H 2.078890 -0.759098 2.662881 -0.30 -0.65 0.61 0.28
H 2.567140 -0.146158 5.084051 0.09 -0.15 -0.10 0.41
H 3.998960 2.238492 5.064661 0.02 -0.24 -0.10 0.39
H 4.195840 2.707222 2.365481 0.19 0.02 -0.01 0.41
H 3.082780 0.675602 1.055241 0.08 0.35 -0.02 0.33
```
Forces are in eV/Å.

## Properties
Net charge ... -1
Orbital gap ... 0.1673 Ha
Calculated total energy ... -194722.2994 eV
HOMO ... -5.2 eV

What is the calculated total energy in the first record? -25493.7915 eV